(1)
{
  "formula": "C31H28BN6PdS",
  "method": "ωB97M-V/def2-TZVPD",
  "s2": 0.760,
  "orbital_gap_ev": [5.18, 5.20],
  "total_energy_ha": -2077.0321,
  "multiplicity": 2,
  "total_charge": 2,
  "e_lumo_ev": [-8.464, -8.464],
  "fmax_ev_per_a": 0.58,
  "homo_ev": [-13.647, -13.667],
  "symbols": ["H", "C", "C", "H", "H", "H", "H", "C", "B", "C", "H", "H", "C", "S", "H", "H", "N", "N", "C", "H", "C", "H", "C", "C", "C", "C", "C", "C", "H", "H", "C", "H", "H", "H", "H", "C", "N", "C", "H", "H", "C", "Pd", "C", "H", "C", "H", "C", "H", "H", "C", "C", "H", "N", "C", "H", "N", "H", "C", "C", "C", "C", "C", "N", "C", "C", "C", "H", "H"],
  "coordinates": [[-3.537, 3.554, -1.356], [-0.206, 2.136, 1.244], [-0.849, -1.063, -3.852], [4.882, 1.507, 0.420], [-1.300, -1.218, -4.817], [-4.826, -0.398, 2.220], [-2.388, -0.703, 5.727], [-3.721, 0.166, -3.205], [1.577, -1.606, -1.092], [0.778, 3.232, 1.054], [2.086, -5.178, 1.114], [2.346, -2.383, -1.553], [-1.706, -1.692, 2.556], [-1.329, 1.469, 2.107], [3.562, 5.329, 2.817], [0.007, -4.214, 2.537], [0.549, -1.159, -2.139], [1.732, 0.709, -0.109], [0.463, 4.426, 1.897], [1.919, -4.743, -0.587], [-1.298, -0.222, -2.832], [-4.485, 0.016, 4.633], [3.933, 1.066, 0.167], [2.634, 1.586, 0.385], [1.214, -2.618, -4.058], [-3.705, -0.457, 4.051], [1.429, 5.145, 2.479], [1.062, -3.352, 0.801], [1.192, 6.033, 3.049], [-3.043, -1.492, 0.890], [-4.866, 0.926, -3.019], [-0.609, -1.795, 4.397], [0.821, -2.846, -5.045], [4.586, -2.106, -0.460], [-5.812, 0.573, -3.407], [-0.609, -2.234, 1.736], [2.385, -0.314, -0.594], [-3.895, -0.684, 2.692], [-1.469, 2.253, -1.783], [3.101, -3.913, 0.425], [2.227, 2.770, 1.048], [-0.486, 0.596, 0.073], [-4.806, 2.131, -2.333], [-3.778, -0.785, -3.717], [0.318, -1.638, -3.382], [4.214, 3.333, 1.613], [-2.900, -1.301, 1.948], [0.632, 3.573, 0.009], [-5.703, 2.720, -2.193], [3.739, -0.141, -0.461], [2.101, -4.348, 0.412], [2.222, -2.220, -4.177], [0.867, -2.184, 0.143], [4.735, -1.139, -0.939], [1.282, -3.548, -3.494], [-0.445, -0.299, -1.812], [-0.579, 4.711, 1.968], [-2.527, -0.862, 4.666], [-2.442, 1.840, -2.047], [-2.500, 0.610, -2.708], [-3.589, 2.593, -1.851], [0.142, -3.412, 1.832], [-0.161, -1.515, 0.716], [3.169, 3.604, 1.658], [2.794, 4.730, 2.343], [-1.531, -1.481, 3.923], [5.739, -0.791, -0.708], [4.658, -1.283, -2.016]]
}

(2)
{
  "formula": "C6H9N2O",
  "method": "ωB97M-V/def2-TZVPD",
  "s2": 2.014,
  "orbital_gap_ev": [6.11, 6.91],
  "total_energy_ha": -418.3148,
  "multiplicity": 3,
  "total_charge": 1,
  "e_lumo_ev": [-4.053, -7.519],
  "fmax_ev_per_a": 3.54,
  "homo_ev": [-10.165, -14.425],
  "symbols": ["C", "H", "H", "H", "N", "C", "C", "H", "C", "H", "N", "C", "H", "H", "C", "O", "H", "H"],
  "coordinates": [[0.566, 0.095, -1.670], [-1.784, -0.401, 1.170], [-0.906, 0.928, 2.016], [3.291, -1.014, 0.020], [0.125, -0.169, 0.687], [-0.838, -0.152, 1.741], [-0.285, 0.221, -0.534], [-3.311, 1.269, 0.065], [1.847, -0.472, -1.500], [1.437, -1.034, 1.786], [-1.556, 0.722, -0.700], [1.421, -0.649, 0.840], [-0.604, -0.919, 2.490], [0.161, 0.242, -2.663], [2.285, -0.756, -0.214], [-2.407, 1.454, 0.369], [2.450, -0.443, -2.322], [-1.893, 1.078, -1.580]]
}

Energy relative to the best compared isomer or geometry (same formula, charge and spin) / kcal per mole: 0.0, 31.6